{
  "formula": "C31H35ClLuN2Si2",
  "method": "the ωB97M-V functional and the def2-TZVPD basis",
  "charge": 1,
  "energy_ha": -3586.29928,
  "homo_ev": -8.9,
  "mol_weight_g_mol": 702.2,
  "species": ["C", "C", "C", "H", "C", "C", "H", "H", "H", "H", "Lu", "Si", "C", "C", "H", "C", "H", "C", "H", "C", "H", "C", "H", "C", "C", "H", "C", "H", "C", "H", "C", "H", "C", "H", "H", "Si", "C", "C", "H", "C", "H", "C", "H", "C", "H", "C", "H", "C", "C", "H", "C", "H", "C", "H", "C", "H", "C", "H", "H", "Cl", "N", "C", "C", "N", "H", "H", "H", "H", "H", "H", "H", "H"],
  "coordinates": [[-1.3665, 3.2829, 3.3570], [-0.9049, 1.9311, 3.3566], [0.2797, 1.8804, 2.5657], [-1.3433, 1.1050, 3.9108], [0.5338, 3.1836, 2.0448], [-0.4759, 4.0550, 2.5440], [-0.4908, 5.1470, 2.4450], [-2.1869, 3.6765, 3.9567], [0.9688, 1.0457, 2.4946], [1.4259, 3.4745, 1.4845], [-1.6020, 2.4612, 1.1012], [-0.7427, 0.0575, -1.3424], [-1.7533, -0.9998, -0.1884], [-2.7626, -1.7480, -0.8258], [-2.9020, -1.6132, -1.9021], [-3.5571, -2.6192, -0.0902], [-4.3499, -3.1828, -0.5833], [-3.3255, -2.8138, 1.2793], [-3.8990, -3.5508, 1.8477], [-2.3359, -2.0533, 1.9175], [-2.1132, -2.2134, 2.9827], [-1.6310, -1.0803, 1.2023], [-0.9534, -0.4126, 1.7431], [1.0683, -0.0042, -0.5515], [1.4777, -0.7690, 0.7473], [0.7183, -1.1961, 1.4015], [2.8058, -0.5654, 1.2839], [3.1403, -1.2137, 2.1005], [3.5414, 0.5148, 0.8531], [4.5257, 0.7212, 1.2800], [3.0398, 1.3987, -0.1110], [3.6187, 2.3059, -0.3189], [1.8721, 1.1715, -0.8013], [1.5000, 1.9016, -1.5109], [-0.7850, 1.4310, -0.6447], [1.7449, -1.7641, -0.7452], [3.2421, -1.8579, -1.7836], [3.9465, -3.0701, -1.7099], [3.4381, -3.9510, -1.3092], [5.2740, -3.0994, -2.1453], [5.8348, -4.0244, -2.0833], [5.8848, -1.9386, -2.6324], [6.9528, -1.9298, -2.8606], [5.1304, -0.7776, -2.8244], [5.5771, 0.1120, -3.2714], [3.7870, -0.7454, -2.4412], [3.1733, 0.1421, -2.6083], [0.5633, -3.2005, -0.9239], [0.4137, -4.0863, 0.1514], [0.9636, -3.9112, 1.0753], [-0.4392, -5.1790, 0.0233], [-0.5524, -5.8714, 0.8526], [-1.1546, -5.3872, -1.1591], [-1.8208, -6.2452, -1.2544], [-1.0127, -4.4886, -2.2207], [-1.6003, -4.6329, -3.1327], [-0.1482, -3.4007, -2.1139], [-0.0448, -2.6841, -2.9356], [-1.5309, 0.3776, -2.5671], [-3.2953, 1.7701, -0.6985], [-1.4280, 4.2759, -0.3393], [-2.5689, 5.2866, -0.2573], [-3.8645, 4.6670, 0.2208], [-3.6153, 3.7340, 1.3936], [-0.5305, 4.7464, -0.2003], [-1.3735, 3.8503, -1.2752], [-2.2531, 6.0854, 0.4307], [-2.7147, 5.7096, -1.2588], [-4.5827, 5.4458, 0.5134], [-4.3254, 4.0842, -0.5844], [-3.7545, 4.2288, 2.2687], [-4.3517, 3.0194, 1.3767]],
  "forces_ev_per_angstrom": [[0.82, 0.17, 0.49], [0.45, 0.59, 0.36], [0.32, 0.48, 0.44], [0.08, 0.19, -0.14], [0.34, 0.03, 1.00], [0.30, 0.02, 0.97], [-0.13, -0.59, -0.13], [0.19, -0.18, -0.31], [-0.28, 0.04, -0.29], [-0.48, -0.19, 0.08], [-2.06, -0.97, -2.77], [1.04, 1.21, 4.05], [-0.95, -0.18, -0.77], [0.32, -0.01, 0.57], [-0.12, -0.25, 0.34], [-0.17, -0.26, 0.16], [0.20, 0.14, 0.11], [0.47, 0.27, -0.16], [0.19, 0.26, -0.26], [-0.39, 0.10, 0.17], [-0.27, 0.19, -0.49], [0.04, -0.25, -0.05], [-0.08, -0.35, -0.17], [-1.05, -1.43, -1.90], [-0.66, -1.72, 0.35], [0.29, 0.21, 0.07], [1.13, 2.77, 0.45], [-0.08, 0.25, -0.37], [0.53, -2.43, 1.98], [-0.28, -0.25, -0.15], [-1.72, 1.62, -2.24], [-0.32, -0.28, 0.01], [1.69, 0.89, 1.01], [0.12, 0.20, -0.02], [-0.03, 0.46, -0.28], [-0.85, -0.35, -1.89], [0.24, -0.41, 0.25], [0.54, 0.61, -0.28], [0.38, 0.16, -0.03], [-0.11, -0.02, 0.01], [0.06, 0.07, 0.02], [-0.21, 0.00, 0.10], [-0.38, -0.11, -0.06], [-0.32, 0.00, -0.14], [-0.04, -0.30, 0.10], [0.44, -0.29, 0.16], [0.39, -0.29, 0.16], [0.16, 0.46, -0.06], [-0.26, 0.01, -0.50], [-0.14, -0.10, -0.12], [-0.11, -0.13, -0.03], [0.00, 0.05, -0.11], [0.25, 0.30, 0.02], [0.17, 0.25, 0.04], [-0.17, -0.05, -0.20], [0.26, 0.02, 0.30], [-0.13, -0.36, 0.30], [0.00, -0.33, 0.14], [0.99, -0.49, -0.25], [-0.65, -0.28, -0.06], [-0.01, 0.61, -0.38], [0.91, -0.14, -0.21], [-0.36, -0.59, 0.43], [-0.64, 0.33, -0.26], [-0.39, 0.08, -0.12], [-0.30, 0.26, 0.42], [0.02, -0.27, -0.27], [-0.04, 0.14, 0.35], [0.31, -0.08, -0.10], [0.20, 0.08, 0.37], [0.10, 0.19, -0.06], [0.22, 0.24, -0.15]]
}